Here is an isolated molecule of C6H8N2 in a non-equilibrium geometry from the OMol25 dataset. Energies are from ωB97M-V/def2-TZVPD.

```
16
Properties=species:S:1:pos:R:3:nbo_charge:R:1
N 1.45735 -0.36829 0.08797 -0.21
N 0.41306 -0.26419 0.85569 -0.24
C 1.24445 -0.97678 -1.03888 -0.02
C -0.84038 1.69045 0.39306 -0.21
C -1.26792 0.80052 -0.48335 -0.22
C -0.22772 -1.46372 -1.04838 -0.48
C -0.81696 -0.53001 0.01114 -0.12
C 0.23933 1.10298 1.33278 -0.25
H -1.33853 2.58125 0.28248 0.22
H 1.14891 1.59482 1.38726 0.23
H -1.93031 0.92605 -1.37169 0.22
H -0.07801 1.21183 2.35704 0.20
H -1.75821 -0.91378 0.55378 0.22
H -0.28393 -2.58954 -0.90991 0.23
H 1.97811 -0.88170 -1.86668 0.21
H -0.81573 -1.24217 -2.03625 0.21
```

Values from the calculation:
* multiplicity: 1
* SMILES: C1=C[C@H]2CC=NN2C1
* frontier orbital gap: 9.5 eV
* energy relative to the best compared isomer or geometry (same formula, charge and spin): 276.8 kJ/mol

Here is a cluster of 2 separate species, C6H8N2 in total in a non-equilibrium geometry from the OMol25 dataset. Energies are from ωB97M-V/def2-TZVPD.

```
16
Properties=species:S:1:pos:R:3:nbo_charge:R:1
N 0.86919 -0.08879 1.38433 -0.77
N -2.67328 -0.33194 -1.41475 -0.34
C -0.73931 -1.37913 -0.14611 -0.28
C -0.27147 1.71925 -1.07907 -0.36
C -1.77780 -0.84017 -0.87707 0.27
C 0.26804 -2.47213 0.10677 -0.37
C 0.48923 2.35088 -0.19859 -0.40
C 0.22299 -1.07750 0.73320 0.30
H 0.13949 1.01083 -1.73305 0.19
H 0.30312 0.70201 1.66162 0.41
H 0.07581 -3.30008 0.76415 0.19
H 0.08202 2.68957 0.66810 0.17
H 1.51700 2.24031 -0.26586 0.19
H 1.10804 -2.64776 -0.56447 0.19
H -1.30384 1.62513 -0.96110 0.20
H 1.69078 -0.20047 1.92188 0.40
```

Values from the calculation:
* multiplicity: 1
* SMILES: N#CC1=C(N)C1.C=C
* frontier orbital gap: 9.2 eV
* energy relative to the best compared isomer or geometry (same formula, charge and spin): 390.4 kJ/mol

Here is an isolated molecule of C6H8N2 in a non-equilibrium geometry from the OMol25 dataset. Energies are from ωB97M-V/def2-TZVPD.

```
16
Properties=species:S:1:pos:R:3:nbo_charge:R:1
N 0.54899 -1.06125 1.40337 -0.84
N -0.23949 1.77258 -2.33694 -0.32
C -0.00779 1.59700 -1.22001 0.23
C 0.27028 -0.61460 0.15749 0.19
C -0.83220 -1.03879 -0.69193 -0.44
C 0.62520 -1.20790 -1.11388 -0.46
C 0.12845 1.27164 0.13234 -0.14
C -0.05521 2.05725 1.23804 -0.36
H -0.46919 2.99417 1.36261 0.21
H -0.22449 -1.39230 1.93752 0.39
H -1.39160 -1.90874 -0.42624 0.22
H 1.43284 -0.79035 1.84730 0.40
H -1.44574 -0.21142 -1.23353 0.24
H -0.20907 1.54718 2.22578 0.20
H 0.90636 -0.70176 -2.08158 0.25
H 0.96264 -2.31270 -1.20036 0.24
```

Values from the calculation:
* multiplicity: 1
* SMILES: C=C(C#N)C1(N)CC1
* frontier orbital gap: 9.6 eV
* energy relative to the best compared isomer or geometry (same formula, charge and spin): 358.5 kJ/mol

Here is an isolated molecule of C6H8N2 in a non-equilibrium geometry from the OMol25 dataset. Energies are from ωB97M-V/def2-TZVPD.

```
16
Properties=species:S:1:pos:R:3:nbo_charge:R:1
N -0.71843 0.99530 -1.16026 -0.59
N 1.77824 -2.73028 -1.12799 -0.32
C 0.66520 -0.64479 -0.08385 -0.23
C -0.76843 -0.56260 0.53875 -0.17
C 0.38548 -0.48255 1.36762 -0.38
C 0.72970 0.62252 -0.84382 -0.21
C 1.31075 -1.79157 -0.55829 0.30
C -1.43164 0.77220 0.20032 -0.25
H -0.86782 1.93396 -1.40916 0.35
H 1.25075 1.42585 -0.16101 0.16
H -1.33353 -1.57670 0.51584 0.25
H 0.74569 0.47275 1.64176 0.22
H 0.68638 -1.37901 1.91301 0.24
H 1.25639 0.67326 -1.77638 0.23
H -2.45645 0.70738 -0.04704 0.22
H -1.23228 1.56428 0.99048 0.18
```

Values from the calculation:
* multiplicity: 1
* SMILES: N#C[C@@]12CNC[C@@H]1C2
* frontier orbital gap: 10.4 eV
* energy relative to the best compared isomer or geometry (same formula, charge and spin): 221.8 kJ/mol

Here is an isolated molecule of C6H8N2 in a non-equilibrium geometry from the OMol25 dataset. Energies are from ωB97M-V/def2-TZVPD.

```
16
Properties=species:S:1:pos:R:3:nbo_charge:R:1
N -2.55426 -0.14766 -0.23086 -0.45
N -0.35440 -0.28846 0.80908 -0.46
C -3.77221 0.86194 -0.33589 0.04
C -3.87636 -0.39274 -0.61945 -0.24
C 1.05804 -0.27895 0.52280 -0.05
C 1.46706 -0.49749 -0.93848 -0.63
C 1.69622 1.02236 1.02817 -0.64
C -1.41266 -0.21446 0.21115 0.67
H 1.15099 -1.51648 -1.22114 0.21
H 1.41553 -1.13742 1.01647 0.21
H 0.95028 0.03715 -1.70845 0.22
H 2.60385 -0.51164 -1.06383 0.22
H -4.18718 -1.30066 -0.93793 0.23
H 1.36846 1.30561 1.99363 0.22
H 2.78598 1.10026 0.99462 0.22
H 1.66064 1.95864 0.48009 0.22
```

Values from the calculation:
* multiplicity: 1
* frontier orbital gap: 9.2 eV
* energy relative to the best compared isomer or geometry (same formula, charge and spin): 604.9 kJ/mol

Here is an isolated molecule of C6H8N2 in a non-equilibrium geometry from the OMol25 dataset. Energies are from ωB97M-V/def2-TZVPD.

```
16
Properties=species:S:1:pos:R:3:nbo_charge:R:1
N 0.20647 -1.24090 0.07566 -0.59
N 0.54990 -1.31454 2.37739 -0.75
C 0.00799 1.15669 -0.48729 -0.02
C 0.55436 -0.61369 1.23252 0.46
C 0.29213 0.88074 0.97161 -0.52
C -0.21070 -0.33341 -0.95737 0.12
C -0.95825 -0.72745 -2.01505 -0.48
C -0.21631 2.32426 -1.15080 -0.41
H 0.14762 -2.10981 -0.19127 0.40
H 0.18266 -2.25268 2.41098 0.35
H 1.30659 1.40165 1.38525 0.26
H -1.21749 -0.10224 -2.93754 0.22
H -0.37554 2.23084 -2.30349 0.23
H -1.64227 -1.76738 -2.10579 0.21
H -0.68209 1.13133 1.60250 0.27
H 0.17055 3.23351 -0.59368 0.23
```

Values from the calculation:
* multiplicity: 1
* SMILES: [H]/N=C1/CC(=C)C(=C)N1
* frontier orbital gap: 8.9 eV
* energy relative to the best compared isomer or geometry (same formula, charge and spin): 353.5 kJ/mol

Number 1: E -9328.839 eV, LUMO level 1.1 eV, HOMO level -8.5 eV. Number 2: E -9327.662 eV, LUMO level 0.6 eV, HOMO level -8.6 eV. Number 3: E -9327.992 eV, LUMO level 0.5 eV, HOMO level -9.1 eV. Number 4: E -9329.409 eV, LUMO level 0.8 eV, HOMO level -9.6 eV. Number 5: E -9325.438 eV, LUMO level 0.8 eV, HOMO level -8.5 eV. Number 6: E -9328.043 eV, LUMO level 0.5 eV, HOMO level -8.4 eV.